{"formula": "BI3", "method": "ωB97M-V with the def2-TZVPD basis set", "orbital_gap_ev": 8.25, "homo_energy_ha": -0.3350, "energy_ev": -24979.414, "symbols": ["I", "I", "I", "B"], "xyz": [[-0.781, 0.590, -2.064], [1.123, -1.727, 0.775], [-0.400, 1.218, 1.500], [0.059, -0.082, -0.211]], "forces_ev_per_a": [[0.653, -0.762, 0.523], [-0.264, 0.144, -1.475], [-0.132, 0.202, -0.676], [-0.257, 0.415, 1.628]]}



{"formula": "BrClO3P", "method": "ωB97M-V with the def2-TZVPD basis set", "orbital_gap_ev": 8.49, "de_lowest_ev": 0.228, "homo_energy_ha": -0.2052, "total_charge": -1, "energy_ev": -97999.968, "symbols": ["O", "O", "O", "P", "Cl", "Br"], "xyz": [[-0.899, 0.865, -1.226], [1.334, 1.314, 0.084], [-0.248, -0.594, 0.839], [0.292, 0.356, -0.404], [1.286, -1.400, -1.055], [-1.765, -0.541, 1.761]], "forces_ev_per_a": [[2.354, -1.642, 1.172], [-0.705, -1.160, -0.492], [0.411, -0.454, 0.553], [-1.648, 2.368, -0.434], [0.019, 0.433, -0.704], [-0.431, 0.455, -0.095]]}



> Which formula does entry 2 have?

BrClO3P